1.
Molecular formula: C43H59N4O4
Method: DFT, the ωB97M-V functional and the def2-TZVPD basis

Summary:
Electronic energy in eV: -59689.6135
Net charge: +1

Each line ends with the Löwdin charge.
CARTESIAN COORDINATES (ANGSTROEM)
C (3.289, -2.657, 1.714)  -0.102
C (4.327, -2.109, 0.717)  -0.242
C (4.518, -3.065, -0.502)  -0.186
C (4.357, -2.375, -1.876)  -0.200
C (3.122, -2.861, -2.668)  -0.176
C (1.864, -2.094, -2.165)  -0.185
C (0.759, -1.950, -3.237)  -0.166
C (0.639, -0.560, -3.890)  -0.124
C (0.494, 0.646, -2.922)  -0.210
C (-0.219, 0.336, -1.614)  -0.277
N (-1.561, -0.148, -1.912)  0.132
C (-1.996, -1.096, -1.166)  -0.377
C (-2.788, -2.214, -1.799)  -0.024
C (-1.838, -1.196, 0.337)  -0.005
N (-0.360, 1.662, -0.878)  0.178
C (0.781, 2.422, -0.898)  -0.266
N (0.739, 3.601, -0.336)  0.193
C (-0.443, 4.199, 0.300)  -0.315
C (-0.898, 3.489, 1.600)  -0.028
C (-0.142, 5.678, 0.610)  -0.162
C (0.934, 5.887, 1.701)  -0.241
C (2.259, 6.521, 1.175)  -0.091
N (2.003, 2.064, -1.461)  0.034
C (2.903, 1.464, -0.472)  -0.126
O (2.161, 0.952, 0.652)  -0.151
O (2.897, 1.254, 1.823)  0.004
C (1.887, 1.305, -2.728)  -0.230
C (2.167, 2.222, -3.959)  -0.120
C (3.575, 1.903, -4.502)  -0.129
C (4.690, 2.306, -3.537)  -0.231
C (4.585, 3.398, -2.699)  -0.069
C (5.604, 3.740, -1.840)  -0.089
C (6.735, 2.961, -1.807)  -0.092
C (6.864, 1.879, -2.642)  -0.077
C (5.844, 1.548, -3.508)  -0.044
H (3.340, -2.168, 2.686)  0.070
H (3.415, -3.737, 1.820)  0.072
H (2.302, -2.513, 1.256)  0.060
H (5.272, -1.936, 1.240)  0.105
H (4.012, -1.135, 0.331)  0.065
H (5.547, -3.429, -0.432)  0.106
H (3.859, -3.926, -0.362)  0.102
H (4.287, -1.291, -1.730)  0.076
H (5.261, -2.561, -2.464)  0.106
H (3.241, -2.789, -3.751)  0.108
H (2.965, -3.906, -2.390)  0.109
H (2.137, -1.161, -1.670)  0.074
H (1.443, -2.728, -1.371)  0.112
H (1.020, -2.645, -4.043)  0.114
H (-0.230, -2.252, -2.893)  0.082
H (-0.225, -0.545, -4.559)  0.121
H (1.509, -0.382, -4.534)  0.112
H (-0.128, 1.386, -3.440)  0.147
H (0.340, -0.313, -0.930)  0.138
H (-2.139, -3.096, -1.701)  0.095
H (-3.692, -2.444, -1.229)  0.075
H (-2.963, -2.021, -2.855)  0.088
H (-2.818, -1.497, 0.725)  0.074
H (-1.169, -2.021, 0.611)  0.097
H (-1.588, -0.261, 0.837)  0.070
H (-0.455, 1.393, 0.104)  0.116
H (1.585, 4.162, -0.351)  0.166
H (-1.245, 4.201, -0.443)  0.149
H (-0.294, 2.596, 1.790)  0.074
H (-1.914, 3.118, 1.429)  0.087
H (-0.960, 4.148, 2.461)  0.086
H (0.072, 6.242, -0.303)  0.118
H (-1.085, 6.072, 1.000)  0.121
H (0.515, 6.562, 2.450)  0.107
H (1.202, 4.974, 2.242)  0.096
H (2.661, 7.144, 1.976)  0.075
H (2.093, 7.096, 0.266)  0.072
H (2.995, 5.720, 1.043)  0.058
H (3.549, 2.254, -0.072)  0.130
H (3.573, 0.719, -0.902)  0.120
H (2.564, 2.126, 2.092)  0.101
H (2.630, 0.512, -2.806)  0.123
H (1.478, 1.939, -4.759)  0.115
H (2.056, 3.278, -3.716)  0.111
H (3.727, 2.332, -5.498)  0.127
H (3.667, 0.817, -4.628)  0.107
H (3.687, 4.006, -2.712)  0.102
H (5.521, 4.596, -1.180)  0.106
H (7.554, 3.195, -1.135)  0.110
H (7.753, 1.258, -2.635)  0.112
H (5.957, 0.699, -4.175)  0.120
C (-7.925, -5.770, 6.559)  -0.050
C (-8.442, -6.385, 5.422)  -0.050
C (-8.230, -5.827, 4.173)  0.002
C (-7.510, -4.645, 4.054)  -0.084
C (-7.011, -4.015, 5.198)  -0.084
C (-7.213, -4.588, 6.448)  0.001
C (-6.279, -2.725, 5.098)  -0.276
O (-5.839, -2.176, 6.087)  0.110
C (-6.102, -2.112, 3.751)  -0.078
C (-5.470, -0.879, 3.641)  -0.002
C (-5.286, -0.304, 2.396)  -0.071
C (-5.727, -0.962, 1.250)  -0.078
C (-6.362, -2.188, 1.355)  -0.004
C (-6.559, -2.763, 2.605)  -0.078
C (-7.275, -4.067, 2.704)  -0.277
O (-7.659, -4.637, 1.704)  0.111
H (-8.085, -6.213, 7.533)  0.110
H (-9.009, -7.302, 5.513)  0.111
H (-8.627, -6.308, 3.288)  0.122
H (-6.816, -4.107, 7.331)  0.122
H (-5.125, -0.370, 4.532)  0.121
H (-4.798, 0.660, 2.314)  0.102
H (-5.577, -0.514, 0.275)  0.106
H (-6.710, -2.699, 0.467)  0.121


2.
Molecular formula: C12H22ClI2N2P2Pb
Method: DFT, the ωB97M-V functional and the def2-TZVPD basis

Summary:
Electronic energy in eV: -68294.6234
ΔE to the lowest compared entry with this formula, charge and spin in kcal/mol: 101.9
Net charge: +3

Each line ends with the Löwdin charge.
CARTESIAN COORDINATES (ANGSTROEM)
I (-0.306, 2.227, 1.346)  1.120
I (0.722, -2.218, 1.391)  0.833
Pb (-0.057, -0.092, -3.106)  0.976
P (-2.558, -0.004, -0.459)  0.599
C (-3.505, 0.113, 1.086)  -0.309
C (-3.502, 1.296, -1.297)  -0.312
H (-4.597, 1.146, -1.268)  0.080
H (-4.649, -1.194, -1.146)  0.083
H (-3.135, 1.321, -2.321)  0.025
H (-3.201, -1.527, -2.193)  0.034
H (-3.112, 0.993, 1.624)  0.001
H (-3.218, 2.212, -0.785)  0.032
C (-3.547, -1.367, -1.161)  -0.301
H (-4.595, 0.208, 0.875)  0.085
H (-3.290, -2.253, -0.571)  0.045
H (-3.247, -0.824, 1.596)  0.029
P (2.542, -0.020, -0.462)  0.738
C (3.474, 0.024, 1.088)  -0.298
C (3.530, -1.356, -1.179)  -0.264
H (3.165, 1.395, -2.314)  0.052
H (4.618, 1.145, -1.247)  0.104
H (3.248, 2.238, -0.745)  0.056
C (3.513, 1.311, -1.270)  -0.237
H (3.181, -1.453, -2.204)  0.046
H (4.620, -1.187, -1.137)  0.097
H (4.564, -0.085, 0.886)  0.098
H (3.084, -0.805, 1.706)  -0.026
H (3.238, -2.234, -0.614)  0.027
H (3.211, 1.000, 1.513)  0.039
Cl (-0.001, -0.073, -5.517)  -0.069
N (0.058, 0.015, 8.079)  0.281
C (-0.020, 0.041, 6.917)  -0.110
C (-0.064, 0.073, 5.502)  -0.140
C (-0.564, -1.024, 4.755)  0.107
C (-0.656, -0.889, 3.377)  -0.330
N (-0.066, 0.089, 2.674)  -0.259
C (0.581, 1.028, 3.372)  -0.390
C (0.525, 1.101, 4.779)  0.079
H (-1.015, -1.866, 5.269)  0.162
H (-1.390, -1.475, 2.862)  0.059
H (1.291, 1.630, 2.740)  -0.002
H (1.105, 1.865, 5.301)  0.162


3.
Molecular formula: C26H51Cl3LaN2O3PSi
Method: DFT, the ωB97M-V functional and the def2-TZVPD basis

Summary:
Electronic energy in eV: -92507.7331
ΔE to the lowest compared entry with this formula, charge and spin in kcal/mol: 116.6

Each line ends with the Löwdin charge.
CARTESIAN COORDINATES (ANGSTROEM)
C (-1.857, -2.115, -5.374)  -0.056
C (-1.546, -2.633, -4.014)  -0.211
H (-2.259, -2.936, -5.999)  0.086
H (-0.981, -1.700, -5.906)  0.096
H (-2.597, -1.325, -5.312)  0.059
C (-0.957, -3.828, -3.824)  -0.139
C (-0.402, -4.739, -4.855)  -0.103
H (-0.957, -4.309, -2.843)  0.094
H (0.502, -4.326, -5.331)  0.080
H (-1.130, -4.973, -5.639)  0.071
H (-0.091, -5.686, -4.380)  0.071
La (1.599, 1.759, 0.730)  1.254
Cl (-1.181, 0.954, 0.954)  -0.075
Cl (3.714, 2.864, -0.392)  -0.326
H (1.591, 6.772, 4.059)  0.095
H (-0.972, 6.898, 4.090)  0.100
C (1.531, 6.481, 3.011)  -0.012
C (-0.948, 6.633, 3.020)  -0.023
N (0.251, 5.840, 2.733)  -0.167
H (2.343, 5.795, 2.753)  0.097
C (0.179, 4.652, 2.174)  -0.267
O (1.180, 3.982, 1.771)  -0.243
H (-1.842, 6.064, 2.756)  0.094
H (-0.831, 4.227, 2.081)  0.145
H (1.629, 7.405, 2.443)  0.098
H (-0.917, 7.563, 2.449)  0.096
H (2.082, -1.247, -2.916)  0.072
H (2.563, -4.187, -1.646)  0.088
C (3.085, -1.301, -2.467)  -0.045
C (3.430, -3.536, -1.410)  -0.037
N (3.013, -2.142, -1.273)  -0.168
H (3.407, -0.310, -2.138)  0.076
C (2.633, -1.667, -0.075)  -0.261
O (2.689, -0.437, 0.259)  -0.294
H (3.844, -3.894, -0.452)  0.096
H (2.185, -2.430, 0.619)  0.139
H (3.796, -1.751, -3.152)  0.085
H (4.175, -3.608, -2.198)  0.087
O (-1.221, -0.453, -2.941)  -0.387
C (-1.875, -1.706, -2.849)  -0.330
C (-0.350, -2.980, -1.218)  -0.068
C (-1.589, -2.366, -1.495)  -0.160
H (0.415, -2.960, -2.001)  0.101
C (-0.244, -3.787, -0.080)  -0.105
H (-2.987, -1.553, -2.856)  0.146
C (-2.635, -2.376, -0.572)  -0.030
H (0.670, -4.384, 0.081)  0.096
C (-1.270, -3.793, 0.877)  -0.120
C (-2.434, -3.041, 0.641)  -0.099
H (-3.575, -1.861, -0.818)  0.121
H (-1.097, -4.236, 1.879)  0.101
H (-3.215, -3.017, 1.428)  0.108
Si (-1.047, 1.493, -2.970)  0.407
Cl (0.833, 0.769, -1.535)  0.202
C (0.075, 3.044, -3.401)  -0.255
C (-2.196, 2.448, -1.766)  -0.239
C (-1.483, 0.804, -4.620)  -0.215
H (0.783, 3.434, -2.627)  0.004
H (-0.517, 3.925, -3.689)  0.021
H (0.760, 2.813, -4.228)  0.015
H (-0.564, 0.299, -4.979)  0.061
H (-1.810, 1.609, -5.292)  0.035
H (-2.257, 0.051, -4.526)  0.005
H (-2.810, 1.732, -1.208)  -0.014
H (-2.858, 3.040, -2.412)  0.026
H (-1.640, 3.095, -1.060)  0.004
C (-2.314, 0.726, 4.163)  -0.162
C (-0.837, 1.112, 4.303)  -0.400
P (0.282, 0.417, 3.055)  0.652
C (2.040, 0.743, 3.523)  -0.478
C (2.406, 0.256, 4.937)  -0.155
C (0.097, -1.382, 2.945)  -0.394
C (-0.171, -2.072, 4.276)  -0.139
H (-2.705, 1.023, 3.187)  0.026
H (-2.892, 1.244, 4.937)  0.072
H (-2.493, -0.342, 4.302)  0.055
H (-0.762, 2.206, 4.169)  0.074
H (-0.468, 0.883, 5.318)  0.073
H (2.717, 0.250, 2.793)  0.056
H (2.216, 1.841, 3.483)  0.056
H (2.585, -0.825, 4.974)  0.066
H (3.324, 0.751, 5.280)  0.067
H (1.633, 0.495, 5.673)  0.056
H (-0.744, -1.566, 2.261)  0.042
H (0.987, -1.829, 2.470)  0.078
H (-1.059, -1.675, 4.774)  0.053
H (-0.325, -3.150, 4.142)  0.067
H (0.667, -1.959, 4.966)  0.054


4.
Molecular formula: CH9N5
Method: DFT, the ωB97M-V functional and the def2-TZVPD basis

Summary:
Electronic energy in eV: -8613.6130
ΔE to the lowest compared entry with this formula, charge and spin in kcal/mol: 92.3
Net charge: +2

Each line ends with the Löwdin charge.
CARTESIAN COORDINATES (ANGSTROEM)
C (7.115, 4.193, 3.794)  0.165
N (6.014, 3.667, 4.126)  -0.010
N (-8.445, -4.944, -4.190)  0.411
N (-6.159, -3.297, -6.010)  -0.024
N (5.458, 3.552, 5.405)  0.130
N (-8.352, -5.849, -3.574)  0.359
H (7.584, 4.930, 4.420)  0.122
H (7.642, 3.922, 2.877)  0.135
H (5.679, 2.981, 3.468)  0.184
H (-5.647, -3.791, -6.777)  0.033
H (-7.145, -3.188, -6.272)  -0.004
H (4.562, 2.979, 5.512)  0.178
H (5.702, 4.108, 6.160)  0.097
H (-5.697, -2.454, -5.635)  0.025
H (-8.311, -6.808, -3.305)  0.200